Record 1
Below is 8 unconnected molecules or ions with the total composition C48H46N7O18P, with properties calculated with ωB97M-V with the def2-TZVPD basis set.

For the HOMO-LUMO gap, the calculation gives 8.580 eV. Its energy is -107075.3914 eV. As for the HOMO energy: -0.350 hartree. As for the SMILES: COC[C@@H]1OC(=O)C[C@H]1[PH2]=O.O=[N+]([O-])c1ccccc1.O=[N+]([O-])c1ccccc1.O=[N+]([O-])c1ccccc1.O=[N+]([O-])c1ccccc1.O=[N+]([O-])c1ccccc1.O=[N+]([O-])c1ccccc1.O=[N+]([O-])c1ccccc1.

Geometry as ORCA input:
```
! RIJCOSX wB97M-V def2-TZVPD def2/J DEFGRID3
* xyz 0 1
P 1.216 2.664 -0.414
O 3.068 6.209 -2.612
O 10.537 -6.585 -0.814
O -4.913 2.975 4.135
O 1.079 0.134 2.046
O 4.940 0.809 -0.023
O -9.630 -3.229 -1.717
O 6.441 -4.631 -6.570
O 0.838 2.123 2.871
O 0.744 3.715 0.631
O 2.440 -0.741 -1.432
O 4.493 5.294 -1.271
O 5.204 -2.870 -6.376
O 9.126 -5.667 -2.168
O -6.790 2.379 3.243
O -10.841 -4.016 -3.323
O 6.136 1.924 1.624
O -5.254 -3.726 1.564
O -4.268 -1.843 1.959
N -9.991 -4.133 -2.455
N 3.802 6.233 -1.638
N -5.834 3.135 3.351
N -5.257 -2.512 1.700
N 5.737 -3.872 -5.924
N 0.468 0.973 2.699
N 9.851 -5.647 -1.186
C 9.094 -3.334 -0.771
C -2.421 -1.136 3.792
C -7.792 0.235 1.549
C -6.575 -0.424 1.674
C 9.893 -4.413 -0.398
C 2.815 1.818 0.197
C 3.926 9.786 0.658
C 3.056 8.547 -1.217
C 3.093 9.709 -0.454
C 3.856 7.467 -0.853
C -6.845 4.553 1.601
C 10.742 -3.171 1.475
C -5.739 6.567 0.875
C 9.938 -2.093 1.115
C -6.533 -1.810 1.547
C -8.215 -7.940 -1.932
C -9.736 -6.497 -3.119
C -8.903 -1.874 1.168
C -4.712 5.187 2.562
C -3.157 -0.216 4.530
C -8.418 -5.630 -1.281
C 5.512 -4.186 -4.511
C 4.685 -3.365 -3.748
C 4.730 8.706 1.009
C -1.528 1.494 4.052
C 5.103 1.862 0.951
C -0.792 0.565 3.320
C 4.697 7.540 0.254
C 6.118 -5.308 -3.951
C -2.715 1.097 4.657
C 5.051 -4.803 -1.850
C 3.510 0.114 -1.877
C 9.118 -2.173 -0.007
C 3.811 2.856 0.947
C -1.234 -0.749 3.180
C 5.885 -5.613 -2.615
C -6.813 5.687 0.797
C -8.954 -0.490 1.301
C -9.155 -7.747 -2.940
C -9.366 -5.446 -2.284
C 4.455 -3.679 -2.414
C -4.688 6.316 1.752
C -7.691 -2.540 1.289
C -5.794 4.314 2.484
C 10.722 -4.338 0.718
C -7.844 -6.884 -1.106
C 1.192 -0.360 -2.076
C 3.866 1.322 -0.895
H 2.652 1.051 1.031
H 4.215 -2.487 -4.176
H -2.771 -2.156 3.696
H 4.457 -0.537 -1.934
H -8.122 -4.815 -0.631
H 6.768 -5.948 -4.537
H 2.469 10.554 -0.724
H -5.720 7.454 0.249
H 0.158 1.697 -0.492
H 6.349 -6.486 -2.169
H 4.348 2.209 -1.429
H -7.664 -3.618 1.184
H 3.627 3.076 2.041
H -9.811 -2.434 0.974
H 11.349 -5.172 1.010
H -7.110 -7.039 -0.323
H -7.629 5.886 0.110
H -7.687 3.875 1.531
H -3.852 7.004 1.807
H 5.326 6.704 0.540
H 3.808 -3.050 -1.812
H -9.905 0.027 1.211
H -7.769 -8.919 -1.790
H -10.469 -6.360 -3.906
H 3.368 0.521 -2.943
H 0.402 -0.350 -1.248
H 9.950 -1.187 1.712
H -7.837 1.312 1.648
H -1.193 2.519 4.160
H 2.403 8.499 -2.080
H -3.889 5.004 3.244
H 4.865 -5.049 -0.809
H 3.948 10.693 1.255
H 0.889 -1.097 -2.893
H 1.515 3.271 -1.692
H 8.495 -1.329 -0.283
H -9.437 -8.573 -3.583
H 1.247 0.672 -2.570
H 11.381 -3.103 2.348
H 4.175 3.704 0.267
H -4.080 -0.523 5.011
H 8.451 -3.384 -1.642
H -3.294 1.810 5.231
H -0.670 -1.475 2.607
H -5.677 0.151 1.870
H 5.379 8.773 1.875
*
```


Record 2
Below is a molecular structure, C48H47AlNO4P3S3, with properties calculated with ωB97M-V with the def2-TZVPD basis set.

For the HOMO-LUMO gap, the calculation gives 7.158 eV. Its energy is -127192.4739 eV. As for the HOMO energy: -0.270 hartree.

Geometry as ORCA input:
```
! RIJCOSX wB97M-V def2-TZVPD def2/J DEFGRID3
* xyz 0 1
S -0.510 -2.900 0.672
S -0.189 2.717 1.639
S -1.927 -4.185 -7.318
P 1.029 -1.698 0.993
P -1.685 3.774 -1.360
P 1.001 1.172 2.261
Al -0.743 0.887 0.145
O -0.795 5.116 -1.238
O -4.427 -3.327 -7.081
O -0.514 2.593 -1.382
O -1.990 3.927 -2.947
N -2.462 0.553 1.141
C 2.943 -0.748 -0.816
C -2.689 3.014 -5.046
C 3.581 -3.263 -1.791
C -5.100 -1.065 4.791
C -4.094 -4.917 -8.837
C -4.780 -2.413 4.901
C -1.365 -2.893 -3.543
C 3.620 1.277 3.294
C 4.245 -2.143 -2.275
C 4.520 2.985 1.299
C -0.880 5.916 -0.042
C 0.516 6.302 0.394
C 3.185 2.619 1.349
C -0.808 -0.529 5.470
C 5.410 2.494 2.246
C 1.967 -2.255 2.465
C -1.898 -1.758 -6.027
C 1.342 -3.007 3.454
C 4.957 1.644 3.244
C -1.341 -0.683 -2.502
C 0.546 0.796 3.979
C -3.881 -3.003 4.023
C -2.717 2.833 -3.547
C 3.303 -1.900 2.626
C 3.996 -2.269 3.770
C 2.276 -1.864 -0.328
C 0.621 -0.029 1.147
C 0.863 2.582 -3.419
C -4.518 -0.296 3.800
C 2.029 -3.368 4.602
C 2.601 -3.126 -0.822
C -3.674 -4.040 -7.683
C -1.514 -3.702 -4.656
C -0.415 0.267 6.535
C 0.457 1.330 6.324
C 0.934 1.597 5.052
C -1.762 -0.949 -4.914
C -1.780 -3.137 -5.898
C 0.829 2.717 -1.912
C 3.927 -0.886 -1.787
C -1.495 -1.508 -3.662
C -3.290 -2.251 3.021
C -2.973 -0.109 1.920
C -3.621 -0.899 2.921
C 3.356 -2.995 4.765
C -1.234 -0.006 -1.502
C -0.325 -0.264 4.196
C 2.724 1.759 2.344
H 1.245 3.666 -1.573
H 2.690 0.230 -0.422
H 4.867 3.656 0.523
H 0.380 1.649 -3.716
H 5.646 1.265 3.988
H 1.391 1.904 -1.448
H -3.744 2.839 -3.170
H -1.486 -1.360 5.625
H 1.087 5.411 0.655
H 0.761 1.954 7.155
H 0.469 6.946 1.274
H 2.484 3.008 0.620
H 3.812 -1.341 1.848
H 0.362 3.418 -3.901
H 3.275 0.613 4.075
H 5.037 -1.991 3.883
H -4.810 -4.373 -9.450
H -2.256 1.884 -3.257
H -3.247 -5.240 -9.439
H -2.569 -2.677 2.332
H -1.422 -4.777 -4.564
H 1.601 2.436 4.889
H 6.454 2.779 2.208
H -4.592 -5.797 -8.428
H -4.743 0.758 3.705
H 1.902 2.553 -3.756
H 3.825 -4.246 -2.175
H -1.384 5.353 0.748
H -1.665 2.976 -5.419
H -1.857 0.127 -5.007
H -0.619 -0.883 3.355
H 4.442 -0.009 -2.161
H -3.264 2.221 -5.527
H -5.799 -0.613 5.482
H -5.237 -3.009 5.681
H -0.785 0.062 7.532
H -3.122 3.974 -5.325
H 5.009 -2.253 -3.035
H 1.532 -3.950 5.368
H -1.145 -3.315 -2.570
H -2.101 -1.325 -6.998
H 2.067 -3.994 -0.452
H 1.032 6.839 -0.402
H 0.314 -3.314 3.301
H 3.895 -3.282 5.659
H -1.482 6.795 -0.276
H -3.636 -4.053 4.117
*
```